Entry 1:
Below is a structure of composition C19H51AlF3NO19S6, with properties calculated with wB97M-V/def2-TZVPD.

Calculated values
HOMO (Eh): -0.5313
HOMO-LUMO gap (eV): 2.192
LUMO level (eV): -12.2644
Molar mass (Da): 874.0
DFT total energy (Ha): -5169.14189

Geometry as ORCA input:
```
! RIJCOSX wB97M-V def2-TZVPD def2/J DEFGRID3
* xyz 2 1
N -3.251 -2.059 -0.616
H -2.624 -1.264 -0.306
H -2.906 -2.973 -0.314
H -3.107 -2.094 -1.627
H -4.236 -2.018 -0.363
Al 1.031 -3.278 -2.092
C 0.362 0.304 2.115
F 1.694 0.135 2.192
F -0.156 -0.560 2.971
F 0.046 1.527 2.435
S -0.073 -0.020 0.286
O 0.255 1.186 -0.458
O 0.733 -1.154 -0.205
O -1.530 -0.216 0.189
C -1.329 -3.188 2.275
C -0.684 -4.320 1.424
C -0.988 -5.715 1.911
O -0.961 -4.145 0.111
H -2.420 -3.243 2.224
H -1.180 -2.196 1.847
H -0.989 -3.210 3.308
H 0.417 -4.237 1.631
H -0.462 -6.415 1.257
H -2.038 -6.001 1.820
H -0.677 -5.810 2.949
O -2.628 0.595 3.614
S -3.871 0.172 3.021
O -3.839 -0.686 1.842
O -4.793 -0.406 4.181
C -4.565 -1.772 4.589
C -3.515 -1.877 5.696
C -4.823 1.685 2.657
H -4.245 -2.380 3.743
H -5.530 -2.092 4.974
H -2.575 -1.386 5.437
H -3.342 -2.941 5.856
H -3.806 -1.352 6.605
H -4.424 2.518 3.226
H -5.886 1.507 2.509
H -4.599 1.941 1.613
O 0.592 -0.760 -3.763
S 0.168 0.486 -4.368
O 1.112 1.572 -4.367
O -0.355 0.282 -5.861
C -0.440 1.409 -6.703
C -0.418 1.032 -8.212
C -1.367 1.028 -3.562
H 0.422 2.068 -6.617
H -1.403 1.906 -6.571
H -0.649 1.939 -8.771
H -1.187 0.285 -8.413
H 0.515 0.656 -8.630
H -1.996 0.142 -3.481
H -1.838 1.885 -4.032
H -1.116 1.267 -2.526
O 5.517 -1.038 -2.213
S 4.250 -0.416 -2.496
O 3.008 -1.147 -2.294
O 4.251 0.917 -1.543
C 3.086 1.772 -1.673
C 3.209 2.672 -0.438
C 4.440 0.435 -4.105
H 2.166 1.192 -1.641
H 3.110 2.327 -2.611
H 2.486 3.491 -0.405
H 4.174 3.124 -0.225
H 2.824 2.099 0.410
H 3.497 0.910 -4.368
H 4.711 -0.379 -4.775
H 5.238 1.162 -3.990
O -0.499 5.319 1.900
S -1.600 5.185 0.978
O -2.832 5.892 1.184
O -1.031 5.588 -0.524
C 0.195 5.013 -0.941
C 0.616 5.683 -2.221
C -2.099 3.495 0.703
H 0.087 3.922 -0.982
H 0.936 5.235 -0.164
H 0.000 5.411 -3.080
H 1.627 5.361 -2.475
H 0.539 6.763 -2.105
H -2.832 3.191 1.444
H -1.180 2.926 0.828
H -2.481 3.254 -0.286
O 5.199 -3.447 1.794
S 4.073 -2.761 1.193
O 3.587 -3.077 -0.132
O 2.751 -2.915 2.164
C 2.868 -2.640 3.588
C 1.963 -3.555 4.402
C 4.451 -0.986 1.250
H 2.680 -1.592 3.822
H 3.885 -2.795 3.953
H 1.862 -4.514 3.893
H 0.917 -3.210 4.393
H 2.114 -3.540 5.479
H 5.449 -0.934 0.811
H 4.502 -0.653 2.282
H 3.760 -0.502 0.567
*
```

Entry 2:
Below is a structure of composition C19H51BeF3O17, with properties calculated with wB97M-V/def2-TZVPD.

Calculated values
HOMO (Eh): -0.2995
HOMO-LUMO gap (eV): 7.118
LUMO level (eV): -1.0328
Molar mass (Da): 617.6
DFT total energy (Ha): -2347.62377

Geometry as ORCA input:
```
! RIJCOSX wB97M-V def2-TZVPD def2/J DEFGRID3
* xyz 0 1
Be 0.559 0.050 -1.396
C 1.047 3.203 -1.236
O 1.168 2.266 -2.292
O 0.608 2.422 -0.122
C 2.241 4.195 -1.054
F 2.469 4.908 -2.154
F 1.994 5.000 0.005
F 3.332 3.446 -0.894
C 0.630 2.647 -3.588
C 0.892 1.498 -4.508
H 0.464 0.613 -4.038
H 0.488 1.565 -5.518
H 1.959 1.273 -4.509
H 1.226 3.474 -3.974
H -0.395 3.012 -3.651
H 0.186 3.849 -1.406
C -2.784 -0.756 -2.423
O -1.874 0.267 -2.168
H -3.050 -0.937 -3.464
H -2.546 -1.786 -2.159
H -3.702 -0.510 -1.888
C -0.831 3.455 4.826
C -0.448 2.660 3.607
O 0.607 3.177 2.885
O -1.858 4.338 4.563
H -0.047 4.134 5.161
H -1.203 2.860 5.660
H -1.295 2.420 2.964
H -0.081 1.699 3.967
H 0.547 2.869 1.978
H -2.651 3.800 4.614
C -4.407 2.163 -0.237
C -3.606 3.046 -1.184
O -3.535 2.467 -2.481
O -3.698 1.026 0.226
H -5.325 1.985 -0.797
H -4.770 2.781 0.585
H -2.624 3.143 -0.721
H -4.081 4.023 -1.270
H -2.933 1.726 -2.379
H -3.101 0.629 -0.412
C -1.804 -5.857 -1.195
C -2.511 -4.486 -0.859
O -3.719 -4.327 -1.657
O -1.150 -5.815 -2.474
H -2.527 -6.666 -1.084
H -1.117 -5.935 -0.353
H -1.837 -3.637 -0.972
H -2.751 -4.659 0.190
H -3.504 -4.392 -2.590
H -0.240 -5.914 -2.184
C 3.926 -0.016 -1.137
C 3.602 -0.708 0.174
O 2.396 -0.201 0.624
O 2.989 -0.140 -2.187
H 4.913 -0.343 -1.463
H 3.891 1.057 -0.949
H 4.379 -0.711 0.939
H 3.408 -1.755 -0.057
H 2.477 -0.097 1.575
H 3.533 -0.013 -2.968
C 3.144 0.549 3.685
C 4.224 -0.385 4.488
O 3.577 -0.910 5.661
O 2.001 -0.122 3.270
H 3.563 1.101 2.844
H 2.842 1.275 4.441
H 5.091 0.189 4.814
H 4.650 -1.108 3.793
H 4.107 -1.621 6.031
H 1.831 -0.826 3.901
C 1.511 -3.435 -1.607
C 0.871 -3.122 -2.982
O 0.742 -1.745 -3.310
O 0.880 -2.639 -0.614
H 2.601 -3.402 -1.605
H 1.356 -4.455 -1.256
H -0.150 -3.498 -3.050
H 1.527 -3.626 -3.691
H 0.144 -1.634 -4.052
H 1.339 -2.885 0.192
C -1.132 -0.906 1.950
C -2.671 -1.320 1.971
O -3.334 -0.219 2.593
O -0.922 -0.097 0.764
H -0.499 -1.789 1.854
H -0.788 -0.462 2.884
H -2.851 -2.143 2.663
H -3.133 -1.467 0.995
H -3.466 0.386 1.859
H -0.979 0.826 1.021
*
```

Entry 3:
Below is a structure of composition C19H51N2O10V, with properties calculated with wB97M-V/def2-TZVPD.

Calculated values
HOMO (spin up / spin down) (Eh): -0.3655 / -0.3655
HOMO-LUMO gap (spin up / spin down) (eV): 5.429 / 5.378
LUMO level (spin up / spin down) (eV): -4.5176 / -4.5685
Molar mass (Da): 518.6
DFT total energy (Ha): -2559.91434

Geometry as ORCA input:
```
! RIJCOSX wB97M-V def2-TZVPD def2/J DEFGRID3
* xyz 1 4
V -26.721 -2.945 -0.243
N -29.645 -3.501 -1.905
O -28.505 -3.325 -1.356
O -29.685 -4.040 -3.010
O -30.662 -3.169 -1.345
C -31.742 -0.250 -7.190
C -32.546 0.894 -6.561
C -34.008 0.600 -6.654
C -34.705 -0.424 -5.703
C -34.259 -0.159 -4.252
C -32.702 0.135 -4.113
N -32.149 1.082 -5.150
O -30.838 1.381 -4.969
C -32.562 0.982 -2.846
C -31.948 -1.206 -4.079
C -32.369 2.156 -7.462
H -31.812 -0.139 -8.272
H -31.885 -1.261 -6.808
H -30.710 -0.051 -6.901
H -34.627 1.497 -6.669
H -34.180 0.243 -7.670
H -34.420 -1.456 -5.907
H -35.790 -0.432 -5.803
H -34.579 -1.076 -3.758
H -34.892 0.645 -3.874
H -31.496 0.993 -2.616
H -32.919 2.009 -2.924
H -32.951 0.349 -2.048
H -30.893 -0.944 -3.993
H -32.209 -1.856 -3.244
H -32.228 -1.776 -4.965
H -32.971 3.028 -7.205
H -32.626 1.931 -8.497
H -31.322 2.434 -7.576
H -30.900 2.323 -4.796
C -27.385 1.324 -2.379
C -26.347 0.273 -2.109
O -26.789 -1.043 -2.111
H -28.232 1.206 -1.703
H -27.799 1.222 -3.382
H -26.921 2.308 -2.314
H -25.910 0.502 -1.137
H -25.578 0.258 -2.881
H -27.190 -1.196 -2.970
C -29.907 0.003 -0.178
C -29.335 -1.037 0.732
O -27.958 -1.207 0.404
H -29.537 1.023 -0.075
H -30.992 0.108 -0.205
H -29.723 -0.265 -1.218
H -29.814 -2.016 0.719
H -29.349 -0.707 1.771
H -27.551 -0.444 0.821
C -26.270 -5.377 -4.178
C -25.693 -5.148 -2.769
O -25.713 -3.771 -2.322
H -25.945 -6.329 -4.596
H -25.732 -4.649 -4.786
H -27.359 -5.357 -4.185
H -24.638 -5.415 -2.817
H -26.169 -5.797 -2.034
H -25.006 -3.294 -2.763
C -27.664 0.179 -6.057
C -28.580 -0.790 -5.208
O -27.871 -1.987 -4.880
H -28.255 1.016 -6.428
H -27.340 -0.336 -6.962
H -26.968 0.707 -5.405
H -29.528 -1.070 -5.666
H -28.906 -0.119 -4.413
H -28.583 -2.537 -4.544
C -34.124 -3.731 -2.170
O -33.411 -3.862 -0.930
H -34.362 -2.671 -2.262
H -33.426 -4.034 -2.950
H -35.031 -4.334 -2.198
H -32.564 -3.418 -1.007
C -28.983 -5.191 0.881
O -28.144 -4.091 1.196
H -28.803 -6.022 1.564
H -30.062 -5.115 0.743
H -28.777 -5.666 -0.078
H -28.577 -3.804 2.004
*
```

Entry 4:
Below is a structure of composition C19H52AlNO7PS5, with properties calculated with wB97M-V/def2-TZVPD.

Calculated values
HOMO (Eh): -0.1220
HOMO-LUMO gap (eV): 4.909
LUMO level (eV): 1.5904
Molar mass (Da): 624.9
DFT total energy (Ha): -3911.18231

Geometry as ORCA input:
```
! RIJCOSX wB97M-V def2-TZVPD def2/J DEFGRID3
* xyz -1 1
C -1.367 -0.202 2.057
C -2.720 -0.954 1.956
Al -2.757 -1.919 0.183
C -2.024 -3.824 0.240
C -1.665 -4.332 -1.176
C -0.343 -3.721 -1.699
C -0.409 -3.222 -3.155
N -0.389 -1.749 -3.151
C -0.762 -1.154 -4.345
C -0.880 0.355 -4.271
O -0.963 -1.755 -5.390
P -4.900 -1.934 -0.854
C -4.526 -2.237 -2.664
O -5.627 -3.398 -0.360
H -0.537 -0.884 1.850
H -1.230 0.303 3.010
H -1.323 0.564 1.279
H -3.506 -0.195 1.993
H -2.812 -1.608 2.826
H -1.788 -1.109 -0.831
H -2.787 -4.491 0.661
H -1.149 -3.916 0.894
H -1.546 -5.420 -1.165
H -2.489 -4.073 -1.843
H 0.464 -4.442 -1.571
H -0.122 -2.857 -1.074
H 0.470 -3.558 -3.708
H -1.288 -3.612 -3.665
H -1.035 -1.423 -2.412
H -0.280 0.722 -3.440
H -1.911 0.632 -4.060
H -0.521 0.801 -5.192
H -5.226 -1.724 -3.320
H -4.567 -3.307 -2.878
H -3.513 -1.900 -2.883
H -5.038 -4.133 -0.537
C -3.410 3.525 -2.343
S -2.327 2.729 -1.142
O -2.792 1.335 -0.993
C -2.943 3.632 0.287
H -3.220 3.069 -3.313
H -4.450 3.362 -2.057
H -3.184 4.591 -2.390
H -4.014 3.459 0.390
H -2.731 4.696 0.167
H -2.422 3.248 1.163
C 4.842 -1.392 -4.945
S 3.784 -1.342 -6.394
O 3.706 0.082 -6.829
C 2.275 -1.714 -5.500
H 5.854 -1.138 -5.250
H 4.485 -0.667 -4.215
H 4.838 -2.393 -4.518
H 2.117 -0.969 -4.720
H 2.357 -2.709 -5.061
H 1.442 -1.696 -6.199
C 0.376 1.939 6.877
S 1.044 1.844 5.211
O -0.112 1.824 4.284
C 1.604 0.137 5.343
H -0.073 2.923 6.980
H -0.377 1.162 7.010
H 1.184 1.822 7.600
H 0.760 -0.509 5.584
H 2.377 0.068 6.110
H 2.016 -0.148 4.378
C 5.735 -1.229 -0.453
S 7.154 -1.396 -1.542
O 6.721 -2.246 -2.680
C 8.114 -2.448 -0.444
H 4.985 -0.638 -0.972
H 5.332 -2.216 -0.226
H 6.037 -0.716 0.461
H 7.546 -3.350 -0.217
H 8.348 -1.900 0.469
H 9.035 -2.711 -0.960
C -1.167 6.888 4.727
S -0.051 6.327 6.019
O 0.357 4.950 5.652
C -1.311 6.173 7.294
H -0.584 7.002 3.816
H -1.947 6.144 4.573
H -1.597 7.849 5.011
H -2.084 5.482 6.959
H -1.736 7.154 7.506
H -0.830 5.783 8.189
*
```